The following is a quantum chemistry calculation of a molecular structure, C28H44BrN3P2Zn at a distorted geometry, from OMol25.

Last column: Löwdin charge in e.
CARTESIAN COORDINATES (ANGSTROEM)
C (-0.63730, 7.42550, -6.29790)  -0.01
C (-0.81400, 6.04080, -6.54110)  -0.23
C (-1.12580, 5.65820, -7.86940)  -0.01
C (-1.24050, 6.64730, -8.85090)  -0.13
N (-1.07290, 7.96150, -8.62090)  0.07
C (-0.77700, 8.32390, -7.36030)  -0.13
C (-0.68450, 5.08010, -5.50090)  0.06
C (-0.57270, 4.24980, -4.60180)  0.05
C (-0.44310, 3.28860, -3.56090)  -0.22
C (0.62260, 3.36340, -2.62830)  -0.02
C (0.74460, 2.41460, -1.60820)  -0.15
C (-0.18270, 1.35530, -1.46760)  -0.31
C (-1.24360, 1.28810, -2.40120)  -0.15
C (-1.37620, 2.22890, -3.42730)  -0.01
Zn (0.00000, 0.00000, 0.00000)  0.56
P (1.89050, -0.90600, -1.02270)  0.92
H (-1.27360, 4.60290, -8.11690)  0.12
H (-0.39520, 7.78030, -5.29190)  0.12
H (-1.48190, 6.36390, -9.88470)  0.11
H (-0.64240, 9.40030, -7.18510)  0.11
H (-2.20370, 2.15720, -4.14080)  0.13
H (1.35010, 4.17680, -2.71790)  0.13
H (-1.98240, 0.48150, -2.32630)  0.08
H (1.58040, 2.50170, -0.90400)  0.08
C (2.18670, -2.56840, -0.24240)  -0.49
C (3.17040, -3.54730, -0.89520)  -0.12
H (1.18070, -3.02330, -0.19040)  0.03
H (2.45640, -2.33380, 0.80370)  0.02
H (3.41250, -4.35780, -0.18480)  0.09
H (2.73640, -4.01690, -1.79460)  0.08
H (4.11670, -3.06320, -1.18450)  0.07
C (1.78550, -1.17230, -2.86000)  -0.35
C (2.85920, -0.55170, -3.76310)  -0.11
H (0.78810, -0.79020, -3.14140)  0.07
H (1.72260, -2.26760, -2.99820)  0.07
H (2.60010, -0.72770, -4.82230)  0.10
H (2.92290, 0.54020, -3.61780)  0.08
H (3.86020, -0.97710, -3.58800)  0.07
C (3.38640, 0.15670, -0.72130)  -0.38
C (4.77580, -0.49290, -0.75090)  -0.12
H (3.19680, 0.59120, 0.27600)  0.07
H (3.30990, 0.98350, -1.45290)  0.07
H (5.54870, 0.28140, -0.59820)  0.09
H (4.88360, -1.22780, 0.06450)  0.08
H (4.99230, -0.99980, -1.70520)  0.07
Br (0.23160, -1.71850, 1.86060)  1.16
P (-2.68160, -3.59400, -4.34300)  0.98
C (-0.80400, -3.64060, -4.20570)  -0.46
C (-0.20030, -5.04420, -4.35560)  -0.18
H (-0.49270, -3.17080, -3.25160)  0.04
H (-0.42320, -2.99100, -5.01630)  0.07
H (0.87090, -4.98730, -4.62100)  0.07
H (-0.28220, -5.62840, -3.42290)  0.07
H (-0.71940, -5.61250, -5.14740)  0.07
C (-3.16020, -3.26310, -2.55610)  -0.46
C (-4.57170, -3.73400, -2.18230)  -0.18
H (-3.08580, -2.16620, -2.42700)  0.05
H (-2.40610, -3.71660, -1.88250)  0.06
H (-4.65250, -3.91120, -1.09470)  0.07
H (-5.33090, -2.98220, -2.46240)  0.07
H (-4.83120, -4.67910, -2.69030)  0.07
C (-2.88010, -1.83680, -4.97940)  -0.46
C (-3.14570, -1.76490, -6.48860)  -0.18
H (-1.98750, -1.23930, -4.70700)  0.06
H (-3.73460, -1.40390, -4.42560)  0.07
H (-3.62650, -0.80820, -6.76100)  0.07
H (-2.20950, -1.84050, -7.07060)  0.07
H (-3.80750, -2.58660, -6.81450)  0.07
C (0.46620, 1.17770, 5.43110)  -0.01
N (0.00000, 0.00000, 4.73090)  -0.13
C (-0.46670, -1.17560, 5.43510)  -0.02
C (0.00000, 0.00000, 3.26100)  -0.04
N (0.00000, 0.00000, 2.00000)  -0.39
H (0.41480, 1.04800, 6.53270)  0.13
H (-0.16120, 2.04990, 5.15120)  0.12
H (1.52080, 1.38380, 5.15140)  0.12
H (-1.52090, -1.38300, 5.15500)  0.12
H (0.16120, -2.04880, 5.15910)  0.11
H (-0.41590, -1.04220, 6.53620)  0.13

Cartesian forces, eV/Å:
-0.04 -0.50 -0.12
-0.15 1.10 -1.20
0.09 0.16 0.48
0.04 0.13 0.11
0.08 -0.61 0.66
-0.04 -0.13 -0.11
0.25 -1.82 1.96
-0.23 1.71 -1.83
0.11 -0.72 0.81
-0.18 -0.18 -0.19
-0.23 -0.22 0.03
-1.28 0.49 -0.01
0.20 0.31 -0.05
0.30 0.01 0.01
0.09 2.39 -3.55
1.81 -1.22 -0.27
0.05 0.44 0.07
-0.10 -0.11 -0.42
0.12 0.15 0.49
-0.07 -0.51 -0.10
0.34 0.03 0.28
-0.29 -0.33 0.04
0.19 0.38 -0.08
-0.28 0.13 -0.23
0.38 0.10 -0.21
0.17 -0.24 -0.05
0.25 -0.08 -0.14
0.31 -0.23 -0.54
-0.10 0.32 -0.36
0.17 0.24 0.37
-0.42 -0.21 0.15
-0.91 -0.33 0.03
0.26 0.27 0.09
0.37 -0.06 0.01
0.11 0.43 0.05
0.04 0.03 0.53
-0.06 -0.42 -0.12
-0.42 0.11 -0.07
-0.39 0.22 0.22
0.19 -0.19 0.07
0.25 0.05 -0.31
0.00 -0.37 0.38
-0.38 -0.32 -0.09
0.00 0.25 -0.34
-0.11 0.26 0.40
0.57 -6.59 0.56
0.29 0.46 0.22
-0.04 0.21 -0.14
0.09 -0.20 0.06
-0.11 -0.10 -0.30
-0.18 -0.24 0.27
-0.41 -0.07 0.12
-0.04 0.18 -0.35
0.28 0.26 0.32
0.38 0.25 0.12
-0.27 -0.13 0.07
0.07 -0.34 0.16
-0.27 0.01 -0.38
-0.05 0.14 -0.44
0.30 -0.37 0.08
0.13 0.38 0.22
-0.15 0.00 0.19
0.03 0.06 -0.31
-0.35 -0.19 -0.03
0.27 -0.20 -0.25
0.24 -0.41 0.09
-0.39 -0.04 0.24
0.24 0.39 0.14
1.03 2.06 0.08
0.13 0.19 -7.03
-1.12 -1.94 0.02
-0.45 0.39 4.68
-0.70 4.90 5.34
-0.09 -0.31 -0.88
0.41 -0.51 0.29
-0.59 -0.03 0.29
0.60 0.02 0.32
-0.38 0.50 0.25
0.09 0.32 -0.88

Summary:
- ΔE to the lowest compared entry with this formula, charge and spin (kJ/mol) = 839.42
- HOMO energy (spin up / spin down) (eV) = -12.1854 / -12.1845
- charge = +2
- gap between HOMO and LUMO (spin up / spin down) (eV) = 2.4 / 2.4
- spin multiplicity = 1